9
Properties=species:S:1:pos:R:3 method="wB97M-V/def2-TZVPD" de_lowest_kj_mol=422.15 charge=0 e_lumo_ev="-1.0 / -2.5" orbital_gap_ev="9.058 / 6.118"
C 0.5445 0.1610 -0.1071
N -0.6711 -0.6691 -0.2305
O -3.9981 -1.1245 0.2760
O -1.8134 0.2592 0.0395
S 2.0443 -0.9158 -0.1181
S -3.4831 0.1088 -0.2338
H 0.6286 0.6576 -1.0048
H 0.5187 0.8822 0.8574
H -0.5191 -1.3474 0.4261